# 1
A cluster of 2 separate species, C22H27BN3 in total at a distorted geometry, computed with wB97M-V/def2-TZVPD.

Calculated values
* largest force on an atom: 2.0 eV/Å
* energy above the lowest of the compared OMol25 structures with the same formula, charge and spin: 89.9 kJ/mol
* orbital gap: 0.2408 hartree
* lowest unoccupied orbital energy: -0.1611 hartree
* energy: -1043.3699 Eh
* net charge: +1

```
53
Properties=species:S:1:pos:R:3:forces:R:3
C -1.305 -0.830 -1.368 -0.5 0.4 0.1
C 0.057 -1.343 -1.558 -0.1 -1.8 -0.9
N 0.293 -2.436 -2.316 -1.1 1.4 0.9
C -0.724 -3.162 -3.055 -0.3 -0.2 -0.1
C 1.657 -2.706 -2.407 0.9 0.6 -0.2
C 2.349 -1.681 -1.715 -0.1 -0.8 -0.4
C 3.733 -1.660 -1.893 0.4 -0.2 0.0
C 4.370 -2.687 -2.633 -0.5 0.4 0.1
C 3.640 -3.697 -3.276 -0.2 0.2 0.4
C 2.247 -3.693 -3.187 -0.1 0.2 0.2
C 1.295 -0.841 -1.062 0.7 0.7 0.5
C 1.382 0.213 -0.165 0.0 -0.8 -1.3
C 2.686 0.646 0.289 1.3 0.4 0.7
C 3.586 -0.317 0.798 -0.2 0.1 -0.1
C 4.886 0.022 1.152 0.1 0.3 0.2
C 5.328 1.348 1.011 -0.3 -0.3 -0.5
C 4.454 2.309 0.479 0.0 0.0 0.3
C 3.128 1.987 0.177 -0.1 -0.8 0.3
H -1.290 0.042 -0.709 -0.1 -0.3 -0.1
H -1.725 -0.519 -2.341 0.1 -0.2 0.3
H -1.977 -1.581 -0.920 0.3 0.2 -0.2
H -0.234 -3.978 -3.591 -0.3 0.2 0.2
H -1.477 -3.569 -2.371 0.2 0.0 -0.1
H -1.224 -2.507 -3.781 0.2 -0.1 0.2
H 4.322 -0.846 -1.467 -0.1 -0.5 -0.2
H 5.453 -2.683 -2.720 -0.2 0.1 0.0
H 4.134 -4.484 -3.848 0.0 0.3 0.2
H 1.611 -4.409 -3.708 0.5 0.1 0.1
H 0.475 0.747 0.145 0.3 -0.2 -0.1
H 3.241 -1.348 0.899 0.2 0.3 0.0
H 5.563 -0.751 1.529 -0.3 0.3 -0.1
H 6.361 1.611 1.268 -0.5 -0.1 -0.1
H 4.802 3.334 0.334 -0.1 -0.3 0.1
H 2.414 2.734 -0.150 0.2 0.1 -0.1
H -1.502 0.789 1.228 -1.3 0.5 1.3
B -2.023 1.155 2.398 1.8 -0.6 0.6
H -2.047 0.145 3.106 0.2 0.5 -0.1
H -1.183 2.010 2.777 -0.6 -0.5 0.1
C -3.493 1.780 2.414 -0.9 0.3 -1.7
N -4.589 1.930 3.236 0.9 -0.1 -0.8
C -4.771 1.718 4.657 0.0 -0.2 0.7
C -5.666 2.412 2.522 0.3 0.1 -0.8
C -5.246 2.584 1.245 -1.0 0.2 0.5
N -3.932 2.213 1.186 -0.6 0.1 0.9
C -3.156 2.334 -0.028 0.3 0.0 -0.6
H -5.832 1.951 4.855 0.6 -0.2 0.1
H -4.581 0.680 4.952 0.1 0.3 -0.2
H -4.158 2.400 5.260 0.0 -0.3 -0.3
H -6.626 2.591 2.989 0.3 0.0 -0.2
H -5.821 2.942 0.408 0.2 0.0 -0.1
H -3.803 2.752 -0.817 0.2 -0.1 0.4
H -2.292 2.994 0.126 -0.3 -0.2 0.0
H -2.790 1.354 -0.356 -0.2 0.4 0.2
```
Forces are in eV/Å.

=====

# 2
A cluster of 2 separate species, C3H7NO2 in total, computed with wB97M-V/def2-TZVPD.

Calculated values
* largest force on an atom: 0.5 eV/Å
* energy above the lowest of the compared OMol25 structures with the same formula, charge and spin: 95.7 kJ/mol
* orbital gap: 0.3892 hartree
* lowest unoccupied orbital energy: 0.0354 hartree
* energy: -323.7445 Eh
* SMILES: CC=O.NC=O

```
13
Properties=species:S:1:pos:R:3:forces:R:3
N -1.908 -1.772 -1.127 0.0 0.0 -0.1
C -0.901 -0.982 -0.686 0.0 0.1 -0.1
O -0.602 0.095 -1.173 -0.1 -0.4 0.2
C 0.875 1.716 0.990 -0.1 0.0 0.1
C 1.563 0.469 0.512 0.0 -0.1 0.2
O 1.527 -0.595 1.092 0.0 0.4 -0.2
H -2.059 -2.684 -0.730 0.0 0.2 0.0
H -2.430 -1.500 -1.947 0.1 0.0 0.1
H 0.211 1.477 1.824 0.1 0.1 -0.1
H 0.308 2.154 0.165 0.1 0.0 0.1
H 2.153 0.578 -0.420 -0.1 0.0 0.1
H 1.626 2.445 1.319 -0.1 -0.1 -0.1
H -0.362 -1.402 0.180 -0.1 0.0 -0.1
```
Forces are in eV/Å.

=====

# 3
A cluster of 9 separate species, C12H38F3N8O11S in total at a distorted geometry, computed with wB97M-V/def2-TZVPD.

Calculated values
* largest force on an atom: 5.0 eV/Å
* orbital gap: 0.3464 hartree
* lowest unoccupied orbital energy: 0.0810 hartree
* energy: -2443.7461 Eh
* net charge: -1

```
73
Properties=species:S:1:pos:R:3:forces:R:3
C -2.155 -2.380 -1.184 0.8 1.5 0.3
F -3.052 -2.349 -0.163 0.4 0.0 -0.9
F -1.416 -3.470 -1.052 0.0 -0.5 0.1
F -2.794 -2.443 -2.363 -0.1 0.1 0.5
S -0.959 -0.840 -1.117 -0.5 -1.2 -1.4
O -1.764 0.267 -1.521 -1.3 1.1 -0.5
O -0.548 -0.790 0.244 0.6 -0.3 1.8
O 0.091 -1.145 -2.074 -0.1 -0.5 0.1
C -1.165 1.187 3.972 -1.8 0.4 1.0
O -1.927 1.413 4.921 -0.1 -0.3 0.1
N -0.047 1.886 3.856 0.4 -0.5 -0.9
N -1.526 0.312 3.020 -0.8 -1.4 -1.4
H 0.615 1.663 3.142 0.9 0.4 -0.2
H 0.117 2.374 4.690 0.9 0.8 0.7
H -1.048 -0.009 2.169 -0.1 0.6 0.7
H -2.514 0.079 3.086 0.6 -0.1 0.0
C 1.506 2.773 -3.620 2.7 -0.5 0.0
O 2.365 3.436 -4.184 -0.3 1.0 -0.3
N 1.876 1.615 -3.045 0.0 -1.3 0.6
N 0.264 3.178 -3.366 -2.3 1.6 -0.7
H 1.221 0.876 -2.937 -0.5 -0.6 0.4
H 2.833 1.336 -3.121 0.2 0.1 -0.4
H 0.086 4.060 -3.850 -0.2 -0.5 0.3
H -0.540 2.557 -3.294 0.6 0.1 0.2
C -5.128 1.425 -2.620 2.7 0.9 2.5
O -6.157 1.916 -2.899 -4.5 1.3 -1.6
N -4.749 1.488 -1.293 1.2 -1.0 0.3
N -4.221 1.098 -3.552 1.3 -0.4 0.9
H -3.872 1.156 -0.880 -0.6 0.1 -0.6
H -5.455 1.871 -0.697 0.0 0.0 0.1
H -4.559 1.051 -4.456 -0.8 -0.1 -1.8
H -3.493 0.478 -3.317 1.0 -0.6 0.3
C 3.474 -1.161 1.630 0.2 2.8 -0.7
O 4.028 -0.044 1.626 -0.5 0.0 0.0
N 4.245 -2.201 1.985 0.3 -0.6 0.6
N 2.200 -1.310 1.247 -0.8 0.4 -0.2
H 4.153 -3.038 1.448 0.1 -0.5 -0.1
H 5.149 -1.756 2.060 0.4 -0.9 0.1
H 1.691 -2.093 1.622 -0.3 0.1 -0.3
H 1.688 -0.449 0.950 0.5 -1.4 0.6
C 2.583 3.758 0.288 -1.3 -0.1 -0.9
C 1.797 2.470 0.483 1.6 -0.1 1.2
O 2.035 1.977 1.815 0.2 -0.4 -0.3
H 2.232 4.188 -0.670 0.6 0.1 0.3
H 3.639 3.549 0.290 0.4 0.0 -0.3
H 2.374 4.462 1.083 -0.2 0.1 0.2
H 2.118 1.713 -0.230 -0.1 0.0 -0.3
H 0.747 2.580 0.430 -1.2 0.4 -0.3
H 2.894 1.517 1.764 -0.1 -0.2 0.3
C 0.907 -5.854 1.641 1.3 -0.8 0.2
C 0.677 -5.875 3.122 -1.2 0.3 0.3
O 1.813 -5.368 3.800 0.5 -0.7 -0.4
H 0.102 -6.283 1.056 -0.1 -0.2 0.0
H 1.875 -6.383 1.485 -0.7 0.1 -0.3
H 1.082 -4.853 1.329 0.0 1.0 -0.4
H 0.470 -6.899 3.458 0.0 0.1 0.1
H -0.195 -5.232 3.381 0.3 -0.6 -0.1
H 1.513 -4.640 4.314 -0.1 0.8 0.7
C -2.165 3.412 0.900 0.6 -1.0 0.6
C -2.120 4.079 -0.444 0.5 0.9 -1.3
O -0.842 4.682 -0.812 -0.5 -0.6 0.8
H -3.147 2.937 1.087 0.4 0.4 -0.1
H -1.919 4.094 1.713 -0.3 0.3 0.0
H -1.408 2.599 1.036 -0.6 0.4 -0.5
H -2.815 4.920 -0.532 -0.1 -0.1 0.4
H -2.383 3.426 -1.278 -0.2 -0.4 0.3
H -0.233 3.938 -0.913 0.1 0.3 -0.2
C 1.946 -4.002 -2.339 -0.2 0.0 0.4
O 0.837 -3.742 -3.183 0.3 -0.6 -0.5
H 2.936 -3.960 -2.853 -0.8 0.1 0.1
H 1.907 -3.261 -1.543 0.5 0.0 0.3
H 1.862 -5.007 -1.864 -0.1 0.5 -0.4
H 0.368 -2.952 -2.882 0.4 0.1 0.1
```
Forces are in eV/Å.

=====

# 4
A cluster of 8 separate species, C31H50FNO29P2S in total at a distorted geometry, computed with wB97M-V/def2-TZVPD.

Calculated values
* largest force on an atom: 1.5 eV/Å
* orbital gap: 0.3021 hartree
* lowest unoccupied orbital energy: 0.0038 hartree
* energy: -4628.8273 Eh
* SMILES: C=C[C@](O[C@@H]([C@@H](CCCO)NC)P(=O)(O)O)(P(C)O)S(=O)(=O)F.O=C1OCCO1.O=C1OCCO1.O=C1OCCO1.O=C1OCCO1.O=C1OCCO1.O=C1OCCO1.O=C1OCCO1

```
115
Properties=species:S:1:pos:R:3:forces:R:3
C 3.187 -2.920 -0.798 0.2 -0.1 0.2
C 1.957 -2.502 -1.079 -0.1 -0.2 -0.1
C 1.492 -1.853 -2.367 -0.3 -1.5 -0.3
O 0.080 -1.829 -2.241 0.4 0.8 0.0
C -0.768 -0.929 -2.975 -0.7 -0.1 0.0
C -2.056 -1.708 -3.301 -0.1 -0.5 -0.2
C -1.790 -2.726 -4.453 0.0 0.5 0.2
C -2.489 -4.066 -4.273 0.2 -0.3 -0.3
C -1.820 -5.022 -3.288 -0.2 0.2 0.3
O -1.225 -6.099 -4.021 0.2 0.0 0.0
N -2.576 -2.354 -2.097 -0.2 0.3 0.1
C -4.010 -2.171 -1.907 -0.2 0.0 0.1
P -1.328 0.523 -1.948 -0.9 0.3 0.1
O -2.774 0.787 -2.046 0.2 0.1 -0.1
O -0.521 1.832 -2.398 0.3 -0.2 0.0
O -0.911 0.232 -0.440 0.3 -0.3 -0.2
P 2.209 -2.884 -3.791 1.0 0.1 -0.2
C 1.854 -1.975 -5.344 -0.4 -0.3 -0.1
O 1.142 -4.125 -3.792 -0.1 0.2 0.0
S 2.226 -0.181 -2.361 -0.6 0.3 0.1
O 1.882 0.453 -1.133 0.1 0.0 0.0
O 2.024 0.476 -3.605 0.1 0.0 0.0
F 3.746 -0.525 -2.288 0.1 0.0 -0.1
H 3.537 -2.861 0.227 -0.3 -1.1 0.2
H 3.893 -3.297 -1.527 0.2 1.0 -0.3
H 1.165 -2.645 -0.350 0.1 1.0 0.3
H -0.350 -0.600 -3.925 0.3 0.2 0.2
H -2.795 -0.998 -3.683 0.1 0.2 0.1
H -0.712 -2.864 -4.555 -0.1 -0.3 0.0
H -2.134 -2.254 -5.378 0.0 0.0 0.0
H -3.534 -3.932 -3.998 0.0 0.1 0.0
H -2.502 -4.569 -5.244 0.0 -0.1 0.0
H -2.555 -5.410 -2.577 0.0 -0.1 0.0
H -1.079 -4.481 -2.697 0.1 -0.1 -0.1
H -0.784 -6.677 -3.390 -0.1 0.0 0.0
H -2.125 -2.011 -1.259 0.2 -0.2 0.0
H -4.314 -1.117 -1.922 0.0 0.0 -0.1
H -4.583 -2.701 -2.669 0.1 0.0 0.0
H -4.299 -2.587 -0.941 0.1 -0.1 0.0
H -1.161 2.452 -2.771 0.1 0.0 0.0
H -0.150 -0.366 -0.378 0.1 0.1 0.1
H 2.808 -1.649 -5.755 0.0 0.2 0.1
H 1.436 -2.710 -6.037 0.0 0.0 0.0
H 1.164 -1.140 -5.284 0.1 0.1 0.0
H 1.644 -4.947 -3.845 -0.2 0.0 0.1
C -4.482 3.834 -5.330 0.0 0.1 0.1
C -4.832 3.165 -4.012 0.0 0.1 0.1
O -4.893 1.790 -4.382 -0.1 0.0 0.0
C -4.144 1.607 -5.487 0.1 -0.2 0.1
O -3.851 0.549 -5.939 0.1 0.0 0.0
O -3.762 2.801 -6.009 0.0 0.1 0.0
H -3.858 4.717 -5.220 0.1 -0.1 -0.1
H -5.367 4.090 -5.915 0.0 0.0 0.0
H -4.053 3.286 -3.256 0.0 0.0 0.0
H -5.783 3.487 -3.598 -0.1 -0.1 0.0
C -2.304 -1.972 2.391 0.0 0.2 0.2
C -1.505 -3.009 3.155 0.1 0.1 0.1
O -1.741 -4.210 2.396 -0.1 0.2 0.0
C -2.090 -3.840 1.138 0.1 0.0 -0.1
O -2.184 -4.573 0.211 0.0 -0.4 0.0
O -2.295 -2.509 1.066 0.0 0.1 0.0
H -1.853 -0.985 2.403 0.0 0.0 -0.1
H -3.336 -1.897 2.735 0.0 0.0 0.0
H -0.434 -2.800 3.133 0.0 0.0 0.0
H -1.823 -3.134 4.185 -0.1 -0.2 0.0
C -1.256 3.362 1.536 0.1 0.1 -0.1
C 0.113 2.709 1.537 -0.1 0.1 -0.3
O 0.089 1.982 2.779 0.0 0.0 0.0
C -1.195 1.753 3.114 0.1 -0.1 -0.1
O -1.545 1.019 3.987 0.0 -0.1 0.0
O -2.035 2.446 2.318 0.0 0.1 0.1
H -1.684 3.470 0.544 -0.1 -0.2 0.0
H -1.257 4.332 2.038 0.0 0.0 0.0
H 0.231 2.000 0.717 0.0 0.0 0.1
H 0.935 3.414 1.517 0.0 -0.1 0.2
C 5.350 -1.596 3.292 0.0 0.1 0.1
C 6.255 -2.350 4.249 0.1 0.1 0.0
O 5.662 -3.652 4.264 0.0 0.0 0.0
C 4.962 -3.819 3.118 0.0 0.0 0.0
O 4.490 -4.842 2.751 0.0 0.0 0.0
O 4.874 -2.645 2.443 0.0 0.0 0.0
H 5.868 -0.842 2.705 0.0 -0.1 -0.1
H 4.498 -1.137 3.796 0.0 0.0 0.0
H 7.277 -2.436 3.876 0.0 0.0 0.0
H 6.272 -1.932 5.251 -0.1 -0.1 0.0
C -2.638 -7.693 3.304 0.1 0.0 0.0
C -2.652 -7.582 1.794 0.1 0.2 0.0
O -3.515 -8.663 1.419 0.0 0.0 0.1
C -4.323 -8.946 2.466 0.0 0.0 0.0
O -5.258 -9.676 2.426 0.0 0.0 0.0
O -3.915 -8.279 3.575 0.0 0.0 0.0
H -2.543 -6.734 3.804 -0.2 0.0 0.0
H -1.859 -8.367 3.668 0.0 0.0 0.0
H -3.084 -6.644 1.447 0.0 0.0 0.0
H -1.671 -7.705 1.344 -0.1 -0.1 -0.1
C 3.016 6.862 3.254 0.0 -0.1 0.1
C 3.814 5.905 4.117 0.0 0.1 0.1
O 3.496 4.635 3.533 0.0 0.0 0.0
C 3.119 4.839 2.253 0.1 -0.1 -0.1
O 2.951 3.972 1.453 0.1 0.1 0.1
O 2.955 6.154 2.004 0.0 0.0 0.1
H 3.492 7.826 3.118 0.0 0.0 -0.2
H 2.004 7.015 3.625 0.0 0.0 0.0
H 4.890 6.065 4.036 0.0 0.0 0.0
H 3.526 5.924 5.163 -0.1 -0.1 0.0
C 2.998 12.445 3.756 0.1 0.1 0.0
C 4.166 11.939 4.583 0.1 0.1 -0.1
O 3.605 10.785 5.219 0.0 0.0 0.0
C 2.567 10.348 4.471 -0.1 0.0 0.0
O 1.999 9.317 4.640 0.0 0.0 0.0
O 2.266 11.241 3.504 0.0 0.0 0.0
H 3.295 12.908 2.820 0.0 -0.1 -0.1
H 2.360 13.133 4.312 0.0 0.0 0.0
H 5.008 11.624 3.966 0.0 0.0 0.0
H 4.513 12.649 5.329 -0.1 -0.1 0.1
```
Forces are in eV/Å.